Entry 1:
ORCA calculation (ωB97M-V with the def2-TZVPD basis set) on 2 unconnected molecules or ions with the total composition C11H19N2O in a non-equilibrium geometry.

Last column: natural (NBO) charge in e.
Atoms and positions in Å:
C (3.2196, 1.5476, 1.1616)  -0.27
O (1.8122, 1.8336, 1.1409)  -0.40
C (0.9956, 0.8155, 1.1741)  0.45
C (-0.4015, 1.0522, 1.1629)  -0.24
C (-1.3123, -0.0395, 1.1635)  -0.10
C (-2.6774, 0.1974, 1.1509)  -0.17
C (-3.1728, 1.5105, 1.1416)  0.12
C (-4.6475, 1.7443, 1.1364)  -0.66
C (-2.2769, 2.5920, 1.1389)  -0.22
C (-0.9133, 2.3836, 1.1500)  -0.08
H (3.7224, 2.5115, 1.1593)  0.24
H (3.4831, 0.9760, 2.0579)  0.21
H (3.4937, 0.9684, 0.2728)  0.21
H (1.4467, -0.1836, 1.2508)  0.21
H (-0.8916, -1.0460, 1.1870)  0.24
H (-3.3879, -0.6358, 1.1520)  0.24
H (-4.8613, 2.8145, 1.1340)  0.23
H (-5.1233, 1.2978, 0.2561)  0.26
H (-5.1293, 1.3006, 2.0149)  0.26
H (-2.6801, 3.6089, 1.1285)  0.24
H (-0.2152, 3.2173, 1.1490)  0.24
C (0.2840, -1.6711, -2.7873)  -0.41
N (1.0060, -2.0121, -1.5717)  -0.48
N (2.4101, -2.1317, -1.8666)  -0.48
C (2.8434, -3.5078, -1.6920)  -0.41
H (-0.7807, -1.6448, -2.5493)  0.19
H (0.5800, -0.6965, -3.2044)  0.17
H (0.4865, -2.4548, -3.5220)  0.21
H (0.9104, -1.2663, -0.8844)  0.31
H (2.8965, -1.5191, -1.2164)  0.32
H (3.8992, -3.5586, -1.9647)  0.21
H (2.7303, -3.8711, -0.6588)  0.17
H (2.2512, -4.1329, -2.3656)  0.21

Properties
E (eV): -16733.9303
Max |F| (hartree/bohr): 0.0320
Lowest unoccupied orbital energy (eV): -5.628
Frontier orbital gap (Ha): 0.1976
Total charge: +1

Entry 2:
ORCA calculation (ωB97M-V with the def2-TZVPD basis set) on 2 unconnected molecules or ions with the total composition C11H19N2O2 in a non-equilibrium geometry.

Last column: natural (NBO) charge in e.
Atoms and positions in Å:
C (-1.8482, 0.8760, -3.0905)  -0.63
C (-1.9299, -0.5848, -2.5635)  -0.39
C (-2.7522, -0.7621, -1.2429)  -0.40
C (-2.6820, 0.4453, -0.2517)  -0.43
C (-2.5371, 0.0118, 1.2558)  -0.22
N (-2.2975, 1.1621, 2.1199)  -0.65
C (-0.8862, 1.4325, 2.4166)  -0.32
C (0.1270, 0.9951, 1.3167)  0.73
O (0.4459, 1.6877, 0.3445)  -0.75
O (0.5979, -0.1932, 1.4544)  -0.83
H (-1.4060, 0.9179, -4.1094)  0.20
H (-2.8064, 1.4293, -3.0259)  0.20
H (-1.1309, 1.4355, -2.4463)  0.23
H (-2.4177, -1.1876, -3.3663)  0.18
H (-0.9195, -1.0069, -2.3771)  0.21
H (-2.4252, -1.6800, -0.7161)  0.20
H (-3.8235, -0.8904, -1.5259)  0.18
H (-3.6255, 1.0353, -0.3555)  0.17
H (-1.8652, 1.1637, -0.4671)  0.24
H (-3.5509, -0.3860, 1.5318)  0.16
H (-1.8373, -0.8293, 1.3929)  0.23
H (-2.8233, 1.9835, 1.8560)  0.36
H (-0.5809, 1.0387, 3.4131)  0.18
H (-0.7796, 2.5421, 2.5119)  0.18
N (3.3524, -0.6042, 0.7802)  -0.50
C (3.6435, -1.4970, -0.2043)  -0.07
C (4.9791, -1.8173, -0.1140)  -0.33
C (5.5089, -1.0861, 0.9775)  -0.34
C (4.4752, -0.3491, 1.5084)  -0.08
H (2.4302, -0.1897, 0.9465)  0.48
H (2.8792, -1.8298, -0.8872)  0.21
H (5.5113, -2.4999, -0.7589)  0.20
H (6.5275, -1.0973, 1.3349)  0.20
H (4.4471, 0.3342, 2.3415)  0.20

Properties
E (eV): -18791.6462
Max |F| (hartree/bohr): 0.0497
Lowest unoccupied orbital energy (eV): 3.533
Frontier orbital gap (Ha): 0.2991
Total charge: -1

Entry 3:
ORCA calculation (ωB97M-V with the def2-TZVPD basis set) on a molecular structure, C11H19N2O7ScSe.

Last column: Mulliken charge in e.
Atoms and positions in Å:
Sc (-0.1910, -0.2469, -0.1039)  0.34
O (1.0852, 0.8716, 1.5364)  -0.34
C (2.3433, 1.3019, 0.9855)  -0.54
C (2.1095, 2.0661, -0.2986)  -0.99
N (1.2847, 1.3214, -1.2668)  0.50
C (0.3373, 2.2226, -1.9321)  -0.51
C (-0.7085, 2.5924, -0.8789)  0.60
O (-1.0564, 3.7231, -0.6488)  -0.67
O (-1.1238, 1.5277, -0.2151)  -0.43
C (2.0933, 0.4760, -2.1434)  -0.55
C (2.4683, -0.8070, -1.4000)  0.43
O (3.5185, -1.3780, -1.5616)  -0.68
O (1.5242, -1.2054, -0.5690)  -0.38
H (0.5491, 1.6489, 1.7561)  0.35
H (2.9224, 0.3925, 0.8412)  0.29
H (2.8695, 1.9301, 1.7075)  0.46
H (3.0704, 2.3462, -0.7465)  0.40
H (1.5957, 3.0011, -0.0594)  0.47
H (-0.1520, 1.6798, -2.7419)  0.37
H (0.8116, 3.1242, -2.3307)  0.29
H (2.9942, 0.9799, -2.5055)  0.31
H (1.4813, 0.1777, -2.9957)  0.37
C (1.1575, -2.3766, 2.0270)  -0.82
O (-0.0671, -1.6898, 1.7256)  -0.13
C (-1.2199, -2.4619, 2.0617)  -0.47
C (-2.3787, -1.5012, 2.0146)  -0.56
O (-2.2762, -0.8230, 0.7733)  0.07
C (-3.5213, -0.4762, 0.1470)  -0.96
H (1.1517, -2.6538, 3.0824)  0.32
H (1.9723, -1.6969, 1.8129)  0.13
H (1.2591, -3.2574, 1.3923)  0.37
H (-1.1033, -2.8901, 3.0610)  0.42
H (-1.3371, -3.2726, 1.3354)  0.29
H (-2.3166, -0.7720, 2.8286)  0.29
H (-3.3317, -2.0289, 2.0933)  0.43
H (-4.1923, -0.0419, 0.8895)  0.39
H (-3.9630, -1.3679, -0.2996)  0.31
H (-3.3039, 0.2613, -0.6170)  0.24
Se (-0.9866, -1.3036, -2.4646)  -0.11
C (-2.2868, -0.0841, -2.9887)  0.32
N (-3.0826, 0.6903, -3.3036)  -0.59

Properties
E (eV): -115079.2221
Max |F| (hartree/bohr): 0.0109
Lowest unoccupied orbital energy (eV): -0.024
Frontier orbital gap (Ha): 0.3130
Total charge: 0

Entry 4:
ORCA calculation (ωB97M-V with the def2-TZVPD basis set) on 2 unconnected molecules or ions with the total composition C11H19NO2 in a non-equilibrium geometry.

Last column: natural (NBO) charge in e.
Atoms and positions in Å:
C (-1.2697, 1.9681, 0.6459)  -0.68
C (-0.8963, 0.5535, 0.7558)  0.06
C (0.2791, 0.0202, -0.0981)  -0.02
C (1.4897, -0.7577, -0.1414)  -0.28
C (2.3139, -1.1884, 1.0433)  -0.61
C (1.5377, 0.5754, -0.7888)  -0.08
C (1.2224, 0.6824, -2.3786)  -0.57
C (2.2280, 1.7913, -0.2394)  -0.62
C (-1.7998, -0.4170, 1.4902)  -0.08
C (-2.8856, -0.8681, 0.5084)  -0.59
N (-1.0466, -1.3761, 2.2091)  -0.84
H (-1.7701, 2.4062, 1.6433)  0.22
H (-1.9293, 2.2352, -0.2156)  0.23
H (-0.3999, 2.6402, 0.5181)  0.23
H (1.4005, -1.6757, -0.8560)  0.23
H (1.5743, -1.4912, 1.8273)  0.19
H (2.7738, -0.2559, 1.4763)  0.21
H (3.0682, -2.0146, 1.0132)  0.23
H (0.4575, 1.3271, -2.5215)  0.20
H (0.8443, -0.2833, -2.7539)  0.19
H (1.9755, 1.0313, -3.0114)  0.20
H (3.2673, 1.6461, -0.3797)  0.21
H (2.0881, 1.9019, 0.8505)  0.21
H (1.9452, 2.6703, -0.7833)  0.22
H (-2.3371, 0.2668, 2.2579)  0.16
H (-2.4379, -1.3522, -0.4005)  0.19
H (-3.4602, -0.0465, 0.2112)  0.22
H (-3.4682, -1.6548, 1.0247)  0.21
H (-1.3120, -2.3117, 1.8401)  0.36
H (-0.0215, -1.1684, 2.1947)  0.38
O (-1.7683, -0.7650, -2.7334)  -0.50
C (-1.1420, -1.6339, -2.3560)  1.03
O (-0.5211, -2.4553, -1.8524)  -0.52

Properties
E (eV): -17296.7981
Max |F| (hartree/bohr): 0.1370
Lowest unoccupied orbital energy (eV): 0.715
Structure (SMILES): C/C(=C1/[C@H](C)C1(C)C)[C@@H](C)N.O=C=O
Frontier orbital gap (Ha): 0.3188
Total charge: 0

Entry 5:
ORCA calculation (ωB97M-V with the def2-TZVPD basis set) on a molecular structure, C11H19NOPtSi in a non-equilibrium geometry.

Last column: natural (NBO) charge in e.
Atoms and positions in Å:
C (-1.8654, -1.8912, -1.9585)  -0.36
C (-1.2646, -0.8627, -2.7418)  -0.29
C (-1.5826, 0.3879, -2.1394)  -0.37
C (-2.3611, 0.1321, -0.9759)  -0.36
C (-2.5364, -1.2797, -0.8631)  -0.33
Pt (-0.2440, -0.8572, -0.5980)  0.45
C (1.3791, -1.8502, -1.5192)  -0.66
C (0.9005, -2.9503, -0.6188)  0.17
C (0.9772, -4.2890, -0.8693)  -0.71
N (0.2229, -2.3714, 0.4827)  -0.85
H (-1.2477, 1.3678, -2.4843)  0.23
H (-0.6679, -1.0108, -3.6419)  0.23
H (-2.7349, 0.8814, -0.2759)  0.24
H (-3.0729, -1.8004, -0.0675)  0.23
H (-1.7585, -2.9649, -2.1280)  0.23
H (1.5446, -2.1399, -2.5646)  0.19
H (-0.1438, -3.0396, 1.1641)  0.36
H (2.2432, -1.3103, -1.0906)  0.20
H (1.5424, -4.6612, -1.7284)  0.18
H (0.5384, -5.0226, -0.1820)  0.17
C (2.1780, 2.9379, 0.8525)  -1.15
Si (0.6154, 2.1524, 1.5034)  1.91
C (0.8719, 1.6209, 3.2739)  -1.15
C (-0.7858, 3.3819, 1.4161)  -1.24
O (0.2119, 0.7395, 0.5168)  -1.32
H (2.4305, 3.8249, 1.4691)  0.20
H (2.0228, 3.2508, -0.2005)  0.23
H (3.0083, 2.2040, 0.9017)  0.23
H (1.1235, 2.5067, 3.8927)  0.20
H (-0.0579, 1.1516, 3.6574)  0.23
H (1.7028, 0.8879, 3.3222)  0.23
H (-0.9386, 3.6925, 0.3621)  0.23
H (-1.7139, 2.9111, 1.8005)  0.23
H (-0.5378, 4.2702, 2.0325)  0.20

Properties
E (eV): -26371.7967
Max |F| (hartree/bohr): 0.1380
Lowest unoccupied orbital energy (spin up / spin down) (eV): 4.608 / 5.261
Frontier orbital gap (spin up / spin down) (Ha): 0.0461 / 0.2219
2S+1: 3
Total charge: -2

Entry 6:
ORCA calculation (ωB97M-V with the def2-TZVPD basis set) on a molecular structure, C11H19NOS in a non-equilibrium geometry.

Last column: natural (NBO) charge in e.
Atoms and positions in Å:
C (3.9140, 1.7977, -0.8677)  -0.62
H (4.9170, 2.3668, -0.7702)  0.22
H (3.1559, 2.5388, -0.8984)  0.23
H (3.9523, 1.3606, -1.9867)  0.18
C (3.7756, 0.4779, -0.0999)  0.19
C (4.8962, -0.3752, -0.0067)  -0.60
H (5.7830, 0.1470, 0.2326)  0.23
H (4.8928, -1.0399, 0.5835)  0.19
H (4.9008, -0.7374, -1.1315)  0.18
O (2.5619, -0.0438, -0.2268)  -0.54
C (2.0149, -0.6832, 0.7982)  0.05
C (0.5175, -1.1547, 0.3886)  -0.36
C (-0.2761, -0.2209, 0.4815)  -0.18
N (-1.6329, -0.3132, 0.2673)  -0.62
H (-1.9896, -1.1728, 0.7000)  0.35
C (-2.6515, 0.6787, 0.4355)  -0.14
C (-3.9230, 0.1080, -0.0028)  -0.16
C (-4.3631, -0.7745, -0.8283)  -0.30
C (-5.6240, -0.7545, -1.0885)  -0.23
C (-6.4366, 0.0723, -0.1394)  -0.50
S (-5.3930, 1.0465, 0.5395)  0.49
H (-7.5844, 0.2451, 0.0054)  0.26
H (-6.2110, -1.4776, -1.5977)  0.21
H (-3.6738, -1.2757, -1.2614)  0.23
H (-2.2391, 1.6441, -0.6439)  0.10
H (-2.5184, 1.2083, 1.2995)  0.20
H (0.0559, 0.5394, -0.1108)  0.21
H (-0.2001, 0.5482, 1.5821)  0.05
H (0.4736, -1.6912, -0.4072)  0.22
H (0.3412, -2.0608, 1.2685)  0.14
H (2.6967, -1.6861, 0.7455)  0.12
H (2.1205, -0.4282, 1.6432)  0.14
H (3.7470, 1.1101, 1.0971)  0.06

Properties
E (eV): -26074.9859
Max |F| (hartree/bohr): 0.3687
Lowest unoccupied orbital energy (eV): 0.606
Frontier orbital gap (Ha): 0.3128
Total charge: 0